Entry 1:
The following is a quantum chemistry calculation of 11 unconnected molecules or ions with the total composition C11H44N22O11 in a non-equilibrium geometry, from the Open Molecules 2025 dataset.

SMILES string = NC(N)=O.NC(N)=O.NC(N)=O.NC(N)=O.NC(N)=O.NC(N)=O.NC(N)=O.NC(N)=O.NC(N)=O.NC(N)=O.NC(N)=O
HOMO level = -9.56 eV
Multiplicity = 1
HOMO-LUMO gap = 0.3442 Eh
Relative energy (zero: lowest compared OMol25 entry of this formula, charge and spin) = 245.0 kcal per mole

```
88
Properties=species:S:1:pos:R:3:forces:R:3
C 0.18401 -0.17227 -6.20833 -5.0197 1.9262 1.8113
O -0.62177 0.02234 -5.28900 0.3175 -0.8021 0.3004
N 1.44261 -0.04179 -6.11114 5.1140 -0.2030 -0.1181
N -0.28220 -0.25714 -7.45075 -1.1739 -0.7907 -1.6657
H 1.90405 0.02919 -5.21552 -0.0378 -0.1826 -0.4168
H 1.88927 -0.29987 -6.97946 1.0867 0.1121 0.7956
H -1.29093 -0.30132 -7.42596 0.2521 0.0270 -0.8142
H 0.29237 -0.22942 -8.28093 -0.5552 -0.1019 0.1416
C -8.74080 1.25389 -3.53825 -1.0015 0.5707 -1.6694
O -9.60865 0.87195 -4.30446 -0.4910 -0.3564 0.3796
N -8.91614 2.04993 -2.49179 -2.2156 1.3871 2.3154
N -7.45881 1.09091 -3.75069 3.4353 -1.0976 -0.8056
H -8.18393 2.47168 -1.93854 -0.3398 -0.2372 -0.2744
H -9.87464 2.32871 -2.33800 0.3092 0.0533 0.2829
H -7.16026 0.70323 -4.63425 0.0745 0.0981 0.3754
H -6.82487 1.60128 -3.15257 0.2355 -0.4118 -0.6157
C -1.57763 1.90191 8.55741 2.1517 -1.8725 1.8726
O -1.92674 0.79238 8.66375 -2.1248 -5.2695 0.8626
N -2.10416 2.71856 7.72638 -1.2927 4.3646 -3.0259
N -0.52727 2.36202 9.24396 1.9814 2.8230 0.5771
H -1.58056 3.58079 7.67641 -1.1521 0.3699 -0.5983
H -3.07931 2.64648 7.47341 0.4018 0.0714 -0.0480
H -0.28016 3.28826 8.92596 0.6861 -0.0987 0.7860
H 0.16525 1.86753 9.78802 -0.6611 -0.3744 -0.4392
C 6.12195 -5.31089 0.41878 3.9103 -3.3121 1.1575
O 6.76488 -6.31511 0.07498 -0.6633 0.4394 0.4358
N 6.25468 -4.69558 1.55613 1.7537 0.4660 4.6289
N 5.30453 -4.69024 -0.30075 -4.4896 2.1256 -6.0427
H 5.76272 -3.85264 1.81599 0.2422 -0.4672 0.0487
H 6.88555 -5.16612 2.18913 -0.1955 0.5532 0.2731
H 5.36952 -5.05191 -1.24153 -0.6177 0.5773 -0.3089
H 5.04274 -3.72694 -0.14710 0.0519 -0.3740 -0.2038
C -1.57220 6.14654 -1.55335 -2.4672 -2.9848 -0.1313
O -2.71370 5.81165 -1.26059 -0.3304 0.5509 0.1368
N -0.73071 5.28206 -2.08456 1.8476 -3.7935 -1.3057
N -1.04741 7.30975 -1.47419 1.5944 6.1200 0.6842
H 0.27732 5.33764 -2.11412 -0.3221 0.4251 0.0539
H -1.08198 4.34136 -2.19315 0.0449 0.1468 0.1735
H -1.63273 8.12965 -1.54671 -0.1118 -0.2686 0.4633
H -0.10875 7.48380 -1.80391 -0.2883 -0.2281 -0.0428
C -6.59169 5.49411 3.87428 0.7848 -0.1195 0.3127
O -7.06451 5.27702 4.96612 -0.5002 -0.4513 0.3271
N -5.95401 4.63261 3.08094 1.2601 -3.4952 -1.5767
N -6.51535 6.70221 3.32033 -0.6632 3.1386 -0.0100
H -5.56977 4.83653 2.16941 -0.3239 0.6242 0.2979
H -5.95837 3.62972 3.20048 -0.3658 0.3080 0.6944
H -6.74239 7.43474 3.97756 0.0448 0.1434 -0.3745
H -5.89058 6.93081 2.56038 -0.1943 -0.1462 0.2983
C 0.89579 0.20584 1.31076 -0.7576 0.0176 -1.1863
O 1.67115 0.07635 0.42950 3.1015 -0.5286 -2.9052
N 1.20896 0.24132 2.57303 0.0105 0.2205 2.7640
N -0.41170 0.29282 1.05096 -2.6190 0.3282 0.0488
H 2.18949 0.25901 2.81458 -0.5517 0.0293 0.4439
H 0.38312 0.33616 3.14669 1.1082 -0.0712 1.0195
H -0.66861 0.35893 0.07643 0.0493 0.1037 0.2919
H -0.97110 0.78436 1.73328 -0.3156 -0.1065 -0.4817
C 8.38430 -0.54291 -3.24748 4.0120 -2.6636 1.5029
O 9.13289 -1.42544 -3.54997 1.3075 -2.4225 -1.2922
N 8.35728 -0.01124 -2.08808 -0.5816 2.7160 6.9872
N 7.62015 0.10464 -3.99209 -5.0503 2.6310 -6.8119
H 8.90383 -0.24687 -1.27208 -0.0130 -0.3884 -0.5951
H 7.52220 0.53029 -1.91642 0.4645 -0.0242 0.7052
H 7.51950 -0.29957 -4.91219 -0.2998 0.5934 -0.0655
H 7.17437 0.97378 -3.73526 0.1585 -0.4392 -0.4169
C 1.59044 -6.07815 -5.49922 -1.2241 -2.6874 0.3351
O 2.49119 -5.41880 -5.74271 6.4823 5.3533 -1.9696
N 0.80957 -5.92806 -4.48991 -3.6934 0.8227 3.7412
N 1.35573 -7.20541 -6.11918 -0.9135 -3.1440 -2.4300
H 1.14831 -5.40686 -3.69386 -0.5053 -0.1735 -0.1444
H 0.12491 -6.66961 -4.45173 -0.0577 0.6866 1.3459
H 1.94546 -7.39045 -6.91798 -0.6320 -0.3116 0.0179
H 0.48956 -7.67275 -5.89239 0.5474 -0.5172 -0.9019
C 7.39157 0.57464 5.80510 -0.1258 2.3452 -0.1061
O 7.82689 0.66501 4.71635 2.5090 -1.8719 -4.9030
N 7.48977 -0.37358 6.67763 0.7230 -4.2618 2.4205
N 6.79650 1.65864 6.22260 -2.2869 2.5159 2.6060
H 7.36507 -0.23589 7.67040 0.0007 0.0901 -0.3897
H 8.01059 -1.19509 6.40566 -0.1006 0.1701 0.1042
H 6.20509 1.53391 7.03178 -0.2754 1.0499 -0.3000
H 6.74261 2.38528 5.52319 -0.4547 -0.0446 0.5607
C -6.87708 -4.90035 -0.06408 -3.3596 -1.8456 -1.5348
O -7.92902 -4.41478 0.19360 -2.7425 1.7290 0.5301
N -6.71050 -5.96215 -0.81596 -0.7692 -4.3498 -2.9345
N -5.74159 -4.51199 0.28746 6.7214 3.9353 3.2796
H -7.45828 -6.31056 -1.39865 0.1300 -0.1011 0.4865
H -5.81446 -6.42709 -0.84815 -0.5400 0.0196 -0.3948
H -4.93818 -5.07732 0.05290 0.0292 0.9616 0.1357
H -5.67449 -3.52583 0.49509 0.5323 -0.3490 0.4381
```
Positions in Å, forces in eV/Å.

Entry 2:
The following is a quantum chemistry calculation of a molecular structure, C12H31ClI2OPmSi3, from the Open Molecules 2025 dataset.

HOMO level (spin up / spin down) = -11.35 / -11.27 eV
Multiplicity = 5
Charge = +1
HOMO-LUMO gap (spin up / spin down) = 0.2741 / 0.2725 Eh
Relative energy (zero: lowest compared OMol25 entry of this formula, charge and spin) = 9.3 kcal per mole

```
51
Properties=species:S:1:pos:R:3:forces:R:3
Pm 0.78072 -1.22605 -0.94490 0.5489 0.2009 -0.5669
I -0.32725 -4.15080 -2.48632 0.0111 0.1395 0.0539
C 0.72472 -3.25489 -4.10401 -0.0597 0.0483 -0.0086
I 0.37475 -1.16190 -4.25074 -0.1312 0.0304 -0.0665
H 0.37479 -3.71062 -5.02062 0.0215 -0.0284 -0.0261
H 1.78453 -3.39093 -3.93678 0.0429 -0.0463 -0.0272
C 2.64054 1.95643 -1.57492 0.0684 -0.1546 -0.0054
O 1.71287 1.07806 -0.92713 -0.2333 -0.2971 0.1165
Si 1.00968 1.45125 0.62359 -0.2361 -0.1405 0.0073
C 0.66221 3.26235 0.78656 0.0178 0.1482 -0.0984
C 2.36718 0.99448 1.81382 0.0719 0.0452 0.1441
C -0.40043 0.29290 0.52926 0.2622 -0.1430 -0.0261
Si -1.79351 0.93203 -0.53439 0.1809 -0.0264 0.0722
C -2.68868 -0.50027 -1.37390 -0.0559 -0.0471 -0.0138
C -2.98772 1.98198 0.42759 -0.1799 0.0239 0.0419
C -1.13542 1.90731 -2.00727 0.0090 0.1158 -0.0365
Si -0.82262 -0.74358 2.00728 0.0308 -0.0546 -0.2486
C -2.26872 -1.87527 1.62626 -0.1541 0.0008 0.1249
C 0.60026 -1.96866 2.26594 0.0407 0.0868 -0.0289
C -1.15023 0.22144 3.55914 0.0436 0.0483 0.1767
H 3.43316 2.25323 -0.88619 -0.0074 -0.0040 0.0024
H 2.11817 2.84288 -1.93434 -0.0099 0.0081 0.0021
H 3.08746 1.43265 -2.41677 0.0130 -0.0154 -0.0181
H 1.56769 3.86439 0.67395 -0.0352 -0.0033 0.0144
H 0.27020 3.44476 1.79224 0.0360 -0.0198 -0.0246
H -0.08176 3.61899 0.07559 0.0151 0.0682 0.0690
H 3.12117 1.78586 1.84336 -0.0009 -0.0373 0.0102
H 2.87565 0.07183 1.51981 0.0186 0.0185 0.0383
H 1.99243 0.86298 2.83309 0.0580 0.0106 -0.0534
H -3.31969 -1.07397 -0.69684 0.0072 0.0053 -0.0495
H -2.01091 -1.21453 -1.86826 -0.0455 -0.0265 -0.0220
H -3.32327 -0.10153 -2.17124 0.0387 -0.0472 0.0105
H -3.51861 1.38148 1.17288 0.0222 0.0587 -0.0206
H -3.73511 2.44951 -0.21987 0.0295 -0.0276 0.0471
H -2.45227 2.77345 0.95890 -0.0424 -0.0203 -0.0233
H -0.44253 1.31912 -2.61732 -0.0046 0.0152 -0.0221
H -0.61168 2.82287 -1.73032 -0.0156 -0.0344 -0.0717
H -1.97337 2.19043 -2.65141 0.0309 -0.0221 0.0283
H -2.11693 -2.41653 0.68618 -0.0241 -0.0357 0.0234
H -3.22218 -1.34603 1.55216 0.0341 -0.0465 -0.0068
H -2.36905 -2.62386 2.41808 -0.0026 0.0438 -0.0291
H 0.60137 -2.77890 1.52030 0.0360 -0.0234 -0.0148
H 0.49025 -2.47198 3.23050 -0.0092 -0.0239 -0.0523
H 1.58662 -1.50183 2.25929 0.0097 -0.0836 0.0432
H -1.99809 0.89717 3.41919 0.0338 -0.0192 0.0094
H -0.28294 0.82807 3.83643 -0.0660 -0.0113 0.0251
H -1.37825 -0.44128 4.39869 0.0056 0.0540 -0.0212
Cl 3.34482 -1.88102 -2.13998 -0.3913 0.0124 0.3058
C 2.68638 -2.74676 -0.62226 0.1184 0.2805 0.2092
H 3.43654 -2.53115 0.13882 0.0036 0.0434 0.0573
H 2.76707 -3.80557 -0.85308 -0.1555 -0.0673 -0.0508
```
Positions in Å, forces in eV/Å.

Entry 3:
The following is a quantum chemistry calculation of 2 unconnected molecules or ions with the total composition C5H14 in a non-equilibrium geometry, from the Open Molecules 2025 dataset.

SMILES string = CCC.CC
HOMO level = -10.77 eV
Multiplicity = 1
HOMO-LUMO gap = 0.4352 Eh
Relative energy (zero: lowest compared OMol25 entry of this formula, charge and spin) = 44.6 kcal per mole

```
19
Properties=species:S:1:pos:R:3:forces:R:3
C 1.57705 1.78090 -0.98314 1.8253 1.8811 2.5464
C 0.84852 2.61225 -1.99087 -1.9124 -2.4528 -1.6544
H 2.31998 2.52397 -0.53171 -0.6645 -1.1373 -0.0167
H 0.98725 1.39014 -0.08409 0.3708 0.5989 -1.5644
H 2.20147 0.99307 -1.34257 0.1409 -0.6439 -0.5651
H 0.12239 3.21349 -1.48252 -0.5462 0.4452 -0.1651
H 0.37778 1.90499 -2.72248 -0.8692 0.2010 0.9971
H 1.29492 3.13079 -2.81063 1.6427 1.0941 0.4367
C -1.06069 -1.41922 1.56166 -0.8626 -2.2764 5.0435
C 0.29323 -1.96200 1.29325 -0.2191 -1.2458 2.2943
C -1.82054 -1.36189 0.31612 -3.8415 3.2844 2.2094
H -0.98094 -0.57862 2.39935 -0.4248 -0.7140 -2.6735
H -1.60801 -2.15951 2.22496 0.5283 0.3597 -0.4833
H 0.83669 -2.01808 2.22887 0.4886 0.1962 0.1372
H 0.28276 -2.99041 0.93930 0.0030 0.2416 -0.7432
H -1.40560 -0.51616 -0.15329 0.1138 0.6682 -1.9896
H 0.66942 -1.21685 0.69526 2.0016 1.0227 -1.9398
H -2.90231 -1.08292 0.63319 1.4427 0.0985 -0.7306
H -2.03339 -2.24395 -0.19066 0.7825 -1.6214 -1.1391
```
Positions in Å, forces in eV/Å.